(1)
ORCA calculation (ωB97M-V with the def2-TZVPD basis set) on C27H57N3O3 as an isolated structure in a non-equilibrium geometry.

Results
Total charge: 0
HOMO-LUMO gap (eV): 8.15
Energy above the lowest of the compared OMol25 structures with the same formula, charge and spin (kcal/mol): 441.85

```
90
Properties=species:S:1:pos:R:3:forces:R:3
O 4.50719 -1.83487 3.47073 0.4161 -1.8247 0.6166
O -6.60552 0.48407 -2.04692 0.4771 -0.1523 -0.6258
O 1.55692 -1.52282 -0.48045 -1.1135 0.2532 -0.9135
N 4.44933 -0.51610 3.14797 -2.1412 2.3978 -1.9854
N -5.55382 0.06437 -1.19533 -0.5876 0.0256 1.0794
N 0.47895 -0.76267 -0.95353 -3.0040 1.6572 0.2682
C 6.14789 0.32084 4.60714 0.1145 -0.1163 1.9991
C 4.60661 1.79704 1.47629 0.0136 1.0644 0.1437
C 3.25182 1.18106 1.62214 1.7904 -2.3141 0.9676
C 3.48653 -0.36158 1.95728 0.5899 -0.4607 -0.4798
C 0.10876 0.41099 -0.04744 -2.2918 -0.4020 -2.1266
C -3.92206 -1.63058 -0.38690 -1.1036 1.0725 0.1663
C 5.40744 1.65595 2.75154 0.5352 -1.5883 -0.9879
C -4.47810 -1.39265 -2.92809 0.4158 -0.0484 -0.9832
C -6.10152 -2.26789 -1.41329 -1.6701 -1.2185 0.1856
C -5.00952 -1.26121 -1.50169 2.0164 0.0761 -0.0298
C -3.72403 0.71995 0.36501 -1.7012 0.2185 -1.0450
C 0.36333 -0.61232 -2.40967 -0.5375 -0.7593 -1.5362
C 6.88525 -0.45206 2.43560 -0.4316 -1.0077 -2.0862
C 5.72435 0.16873 3.17330 -0.5849 1.8132 1.1165
C -1.51076 1.20977 -2.02312 3.8894 -1.0185 -0.5476
C -3.91780 1.92591 -1.85728 -5.3589 -0.0019 -0.1282
C 1.51675 0.15704 -3.02910 0.6812 1.1383 0.2796
C 0.36813 -2.03251 -2.99648 0.4798 -0.0639 -0.5042
C -0.17694 -0.17625 1.34531 -1.3364 1.8969 -1.2587
C -1.26598 0.89974 -0.53467 3.8599 6.4886 -1.6175
C 2.08562 -0.96176 2.30090 3.7818 0.1014 0.5019
C 1.16469 1.50314 -0.14130 -0.9165 -0.0534 0.6181
C -5.65917 2.19778 -0.01748 -1.3409 1.1012 -0.7568
C 4.00087 -1.19120 0.66753 -0.1959 0.4383 1.0375
C -1.00398 0.06449 -2.87025 0.3142 -0.3705 0.6501
C -2.93599 -0.52645 0.01834 -6.7962 -6.8422 -0.0974
C -4.79723 1.19981 -0.74317 3.2505 0.1092 1.0581
H 0.13532 -2.04811 -4.06121 -0.3098 0.3985 -0.0879
H -6.22855 2.69595 -0.80216 -0.0713 0.4454 0.0473
H -4.10880 -2.38170 -3.19919 -0.1627 -0.4185 0.5566
H 1.07196 2.18756 -0.98455 0.1166 -0.5004 -0.1717
H -2.57310 1.36390 -2.21227 6.6961 0.0467 0.5761
H 1.45730 -0.56033 1.50581 8.5559 -5.4865 -1.3196
H -1.81742 -0.66069 -2.84707 0.3769 -0.6838 0.1070
H 5.06033 1.41135 0.56334 0.3543 -0.0995 0.1333
H -0.97999 0.36590 -3.91747 0.5973 -0.1532 -0.1588
H 1.57404 -0.49668 3.14356 0.5842 -0.2439 0.6172
H -3.37384 1.11637 -2.34396 -5.5032 -0.4260 -0.4700
H -3.62703 -0.78515 -3.23586 -0.3640 0.5318 0.2891
H 1.37152 1.22057 -2.83957 0.1743 0.0926 0.2716
H -5.84443 -3.26060 -1.78279 0.6393 0.0000 0.1617
H -2.24161 -0.33226 -0.79912 -2.7346 -5.2229 -1.9242
H -4.35969 0.62030 1.24485 0.6752 -0.2282 0.4167
H -2.89382 1.42546 0.39836 -1.6549 0.9817 1.1277
H -2.17421 0.35246 -0.28227 5.9780 6.1947 1.1479
H -4.54244 -1.72398 0.50445 0.0008 -1.1132 0.1268
H -2.30184 -0.86113 0.83927 -0.4776 0.0064 -0.2080
H -0.33289 -2.71080 -2.51009 0.0983 0.0518 0.2290
H 1.68716 0.15286 -4.10569 -0.5300 -0.7309 -0.1641
H 1.25816 2.11894 0.75321 -1.1275 0.3936 0.0576
H -7.42015 0.29626 -1.57499 -0.0350 -0.0682 0.2488
H 6.87351 -0.44807 4.87239 0.0994 0.2044 0.3058
H 6.41378 2.06132 2.64646 -0.1877 0.6679 0.2194
H 3.84006 -1.88891 4.15893 0.0860 -0.4159 0.2490
H 0.86686 -0.18440 1.65920 -8.8817 4.0109 2.3131
H -6.95825 -2.04849 -2.05044 -0.0022 0.5268 -0.0854
H -1.11562 2.17524 -2.33906 0.6386 0.1623 0.0370
H 4.33462 -2.15875 1.04244 0.0840 -0.0545 0.0121
H -1.45444 1.92468 -0.21519 1.0733 0.4185 1.0839
H 1.07042 -2.18889 0.01074 0.3355 -0.5342 0.0981
H -6.44656 1.84737 0.64986 0.3049 -0.8053 0.1238
H 1.98753 -2.04733 2.29567 0.1664 -0.0146 0.1040
H -5.13309 2.96663 0.54839 0.4517 -0.1312 -0.2412
H -0.66043 -1.14895 1.25484 0.7103 -0.1385 0.1925
H 6.79806 -1.53820 2.40732 -0.2760 -0.1765 0.3449
H 7.92739 -0.30249 2.71790 -0.3113 0.7739 0.4110
H 2.11279 0.99715 0.04085 -2.4370 -0.8074 -4.0767
H 6.48580 1.31997 4.88223 0.9692 0.0348 -0.6334
H -6.50551 -2.41405 -0.41152 0.1417 0.2048 0.1825
H 3.18460 -1.36621 -0.03331 0.7057 0.1831 0.5450
H -3.26523 2.74515 -1.55545 -0.1306 -0.3186 0.4325
H 5.35142 0.30237 5.35104 -0.5963 -0.7305 -0.3109
H -3.30433 -2.48180 -0.67313 -0.6770 -0.4264 0.0597
H 2.45750 -0.14930 -2.57167 0.0973 0.0282 0.0991
H -5.30650 -1.23456 -3.61866 0.0336 0.3578 -0.0858
H -4.55833 2.32858 -2.64193 -0.4598 0.1902 0.0279
H -0.77738 0.44055 2.01399 -0.1117 0.3811 -0.3244
H 4.77688 2.13676 3.49943 0.5212 0.0010 0.4481
H 4.80867 -0.77336 0.06673 0.2231 0.3939 0.4433
H 2.73485 1.28019 0.66766 3.3144 0.4244 3.2575
H 4.46998 2.86833 1.32871 0.1084 0.2413 -0.2987
H 6.74773 -0.19221 1.38599 0.4651 0.1309 -0.2860
H 1.38524 -2.42436 -2.99072 -0.0143 -0.2970 0.4710
H 2.61408 1.63206 2.38239 0.1649 0.1371 0.2930
```
Positions in Å, forces in eV/Å.

(2)
ORCA calculation (ωB97M-V with the def2-TZVPD basis set) on the molecule C16H17BN2O4 in a non-equilibrium geometry.

Results
Total charge: 0
HOMO-LUMO gap (eV): 8.84
SMILES string: COc1cccc(C)c1NC(=O)Nc1ccc2c(c1)B(O)OC2

```
40
Properties=species:S:1:pos:R:3:forces:R:3
O -0.43480 -2.80037 3.71445 -0.0478 2.7120 0.5920
O 2.96919 2.40796 -3.79254 -0.9420 -0.4838 -1.0840
O 1.80798 1.62681 -5.82642 0.2090 0.2889 2.3274
O 0.58793 0.68579 0.37346 -0.4031 -1.1065 -0.2380
N -0.64074 -0.78517 1.61430 -1.2182 -0.9245 -2.0033
N -0.89313 -0.63616 -0.75281 0.0281 -0.1426 0.4272
C -0.42764 -1.38342 3.96352 0.0936 -1.1015 0.4889
C -0.37264 1.31299 4.61856 -0.0711 0.5811 0.8834
C -0.90549 -0.56595 -4.48023 -0.5095 0.4958 0.3331
C -0.74294 1.99757 2.29793 0.5737 0.9451 -0.1246
C -0.26970 0.37164 5.62632 -0.4165 0.2652 -0.5073
C -0.27096 -0.18987 0.39062 1.3893 1.1966 1.5672
C -1.22565 -0.84320 -3.14652 0.2257 0.2206 -0.0670
C 0.90770 0.79309 -3.68265 -0.0425 0.3146 -1.7877
C 0.50174 -3.13475 2.71071 0.4024 -1.0958 0.1403
C 0.57214 0.52805 -2.38763 0.4252 -0.1031 1.5667
C -0.47651 -0.41176 2.95712 0.2512 0.3678 -0.1182
C 0.14855 0.30165 -4.73670 0.1287 -0.2943 0.0380
C -0.48092 0.94174 3.29776 -0.0891 0.1113 0.2939
C -0.50062 -0.30307 -2.06227 0.0538 0.0153 -1.2913
C 0.68913 0.80364 -6.05309 -1.3154 -0.0116 -0.2938
C -0.34848 -0.95475 5.29167 0.6335 -0.8236 0.0470
B 1.97248 1.66174 -4.41976 1.1615 0.8968 0.3665
H -1.66025 -1.27688 -0.67577 -0.1179 -0.1179 0.0446
H -0.08424 1.37434 -6.59477 0.2965 -0.2383 -0.0095
H 1.28097 -2.38548 2.58939 0.0444 0.0539 0.0700
H 1.18272 0.94736 -1.60850 -0.0785 0.0316 0.1321
H -1.57699 -0.90609 -5.27190 0.3258 -0.1382 0.2101
H -1.52232 1.69410 1.62614 -0.5883 -0.0005 -0.3756
H 1.02620 -0.02202 -6.63172 0.0629 -0.7567 -0.8602
H -0.18324 -1.63459 6.11400 -0.2972 -0.5955 -0.2785
H -1.31169 -1.52801 1.51208 -0.0487 -0.2189 -0.0106
H -0.46407 2.36644 4.89858 0.2196 -0.2800 -0.2705
H -0.20276 0.64779 6.66385 0.0835 0.1549 0.1558
H 3.40175 2.96610 -4.45150 0.1797 -0.0439 0.1640
H -1.02070 2.92283 2.80674 -0.1389 -0.1073 -0.0921
H 0.12798 2.19767 1.66350 -0.2430 0.0397 0.3153
H 0.97148 -4.09471 3.01410 -0.3441 0.5078 -0.3612
H -2.08341 -1.46723 -2.95527 -0.1788 -0.2010 0.1183
H -0.04803 -3.22580 1.78526 0.3022 -0.4136 -0.5086
```
Positions in Å, forces in eV/Å.

Energy? In order: -39513.7225; -28717.0215 eV.